(1)
# C30H53Ag2AsF6NO20

C30H53Ag2AsF6NO20 as an isolated structure in a non-equilibrium geometry (wB97M-V/def2-TZVPD, the Open Molecules 2025 dataset).

The calculation puts the HOMO-LUMO gap at 4.47 eV. The total charge is +1. For the HOMO energy, the calculation gives -0.4000 Ha.

CARTESIAN COORDINATES (ANGSTROEM)
1 H -3.7726 -7.9107 9.4724
2 H 0.5834 -0.1111 8.8138
3 H 2.5114 8.5911 -7.4530
4 O -3.2357 -6.5867 5.4751
5 C -4.0764 -2.0946 -8.0535
6 H -3.5998 -5.8111 3.6719
7 O 2.1599 1.8701 6.2973
8 C 0.1363 3.6675 -7.6778
9 H 3.1769 -6.0165 1.4105
10 F -0.2827 1.6141 -1.4142
11 H -4.7149 -1.7647 -10.0966
12 H -3.8298 -1.9691 -5.8692
13 C -0.4280 1.2240 7.4589
14 C 0.0645 -0.1763 7.8574
15 O -4.4159 -7.4985 7.0598
16 H -3.7281 8.1539 3.4474
17 O 5.3609 -4.7759 4.3840
18 H -1.9812 6.3178 3.3862
19 H 0.6428 -0.5444 7.0100
20 H 4.8574 -6.8881 -0.4989
21 H -0.1638 3.1097 -8.5648
22 O 4.7466 -5.8765 2.6304
23 H 4.0321 4.5918 8.3089
24 C -4.4503 -6.5302 6.1557
25 H -4.1793 2.2655 2.4519
26 C 1.4276 8.4776 -7.4782
27 C -2.5399 6.5760 4.2858
28 C 4.2623 -5.9878 1.3149
29 H -5.5718 -0.3008 -5.4457
30 H -1.3902 1.4895 7.8970
31 H 1.0777 8.4680 -6.4460
32 As -0.0822 -0.0686 -0.8845
33 H -6.2600 -7.6623 8.0007
34 H 0.4993 9.4843 -9.1284
35 H -4.4133 1.6890 4.1633
36 O -2.3914 -3.5653 -7.4471
37 H 4.5549 -8.0406 0.8910
38 O -2.9458 -3.4257 -9.5492
39 H 6.4628 -2.9824 4.8634
40 O 0.7061 6.2095 -6.0139
41 H 4.5494 -5.1202 0.7208
42 H -1.8729 -5.8204 4.4361
43 H -0.7528 1.3384 6.4247
44 O 1.0063 7.2056 -8.0353
45 C 0.7626 6.1383 -7.2559
46 H -2.2184 8.6153 4.1502
47 C -4.3400 -1.5406 -6.7192
48 H 4.7786 -2.9993 5.2731
49 C 0.6390 9.6568 -8.0612
50 O 4.1125 -2.4897 -6.1477
51 C -3.7936 4.6984 3.4155
52 O 4.6080 -3.5504 2.6271
53 H 4.4277 1.8390 -4.3531
54 O -3.5116 4.7348 2.1892
55 C 5.8284 0.0059 -4.4636
56 H 5.1497 1.7178 -5.8881
57 F 0.4284 -0.5563 -2.5505
58 C -4.8130 -1.5124 -9.0511
59 F 1.6149 0.3550 -0.4171
60 C 4.2030 -3.5749 -7.0165
61 C -6.0619 -0.0965 -7.5191
62 Ag -1.3846 5.8118 -1.6316
63 C -4.7409 -8.3377 9.2113
64 C 4.8937 -4.6472 3.1681
65 H -4.6826 -9.3928 8.9439
66 H -6.3363 -0.0662 -9.6145
67 O -3.5172 5.6133 4.4701
68 H -5.6957 2.4503 2.9584
69 H -0.8619 -0.7266 8.0220
70 C -2.9464 -5.6568 4.5305
71 H 5.1927 -4.0136 -7.1440
72 H 5.8338 -0.0888 -3.3777
73 H -5.4078 -8.3626 10.0731
74 Ag 4.5482 0.9558 2.6570
75 H -1.8589 6.3303 5.1007
76 C 5.6691 -3.6270 5.2412
77 H -3.7441 8.2125 5.1510
78 H 4.1247 3.5709 6.8031
79 H 6.0373 -7.0304 0.5339
80 C -5.8362 -0.6038 -8.8225
81 O 0.4706 2.2775 7.8114
82 C -5.2157 -7.4166 8.1936
83 H 6.0283 2.3091 -4.6003
84 H 3.9933 2.8222 8.3114
85 O 2.1834 3.4973 7.8498
86 O 4.8884 -0.9181 -4.9406
87 O 5.8750 -1.3125 -7.0616
88 H 5.9978 -3.9918 6.2143
89 H -0.7355 3.6501 -7.0237
90 O -5.3283 -5.6086 6.0655
91 H -6.9658 0.4739 -7.3643
92 O -4.4970 3.7504 3.9582
93 H 1.1452 10.6039 -7.8746
94 H 1.0629 3.2766 -7.2572
95 C 5.0510 -1.5251 -6.1547
96 O 0.4812 5.0340 -8.1125
97 F -1.8345 -0.3534 -1.2082
98 H -0.3892 9.7448 -7.7102
99 H 3.6514 -4.4894 -6.7987
100 H -3.1253 -4.7014 5.0237
101 H 3.8492 -3.1922 -7.9738
102 C 3.6617 3.7140 7.7794
103 C -5.3527 -0.6354 -6.4490
104 C -3.0883 7.9788 4.3123
105 C -4.6994 2.4113 3.3987
106 C 1.6849 2.5112 7.2512
107 C 4.9489 -7.0761 0.5708
108 F -0.5961 0.3965 0.7787
109 H -5.1436 -6.4010 8.5829
110 N -3.0950 -3.1043 -8.3659
111 F 0.0784 -1.7854 -0.2072
112 H 6.8316 -0.0844 -4.8802
113 C 5.3418 1.4966 -4.8382

Atoms 1-6, force components in eV/Å:
H 0.2761 -0.7964 0.6251
H 0.2412 -0.1546 -0.2353
H -0.1106 -0.2191 -0.5905
O -3.0899 -2.8855 3.2351
C -1.5668 2.5035 2.5792
H 0.5412 0.3583 -0.4059



(2)
# C30H53Br9Cl8NO8

C30H53Br9Cl8NO8 as an isolated structure in a non-equilibrium geometry (wB97M-V/def2-TZVPD, the Open Molecules 2025 dataset).

The calculation puts the HOMO-LUMO gap at 4.30 eV. The total charge is -1. For the HOMO energy, the calculation gives -0.1240 Ha. The value obtained for the energy relative to the best compared isomer or geometry (same formula, charge and spin) is 0.590 eV.

CARTESIAN COORDINATES (ANGSTROEM)
1 H 1.0103 -0.9520 3.7045
2 H 0.0322 2.1601 -3.7886
3 H 6.0312 -1.4780 0.3370
4 H -5.9255 -1.3642 -3.7247
5 H 5.5507 -4.4667 0.4528
6 H 3.1620 -0.0675 -4.0914
7 C 0.6578 7.0739 3.2483
8 H 0.2972 4.0377 -1.0902
9 H 1.5642 -1.3766 -0.2950
10 C -6.2918 0.6468 -2.8268
11 H -4.9142 -0.1513 -4.3583
12 H 1.1066 1.7775 -5.0059
13 H 1.8241 0.4376 -0.5861
14 C 0.2568 0.2239 1.4707
15 C -4.4113 -0.7727 -2.3176
16 Cl 2.5682 4.3979 -0.2961
17 H -1.7166 -1.2671 -0.9864
18 C -5.3808 -0.4681 -3.4257
19 H -1.3370 -5.7901 1.4801
20 H -0.5547 -0.1952 2.0732
21 H 4.2127 0.0662 -1.9628
22 H -3.4383 -0.2805 -2.3737
23 Br 2.1082 -1.3772 5.9388
24 C 1.5484 6.3873 4.2854
25 C 5.4047 -2.3595 0.2132
26 H -0.2570 1.4638 -1.3548
27 Cl 2.4266 -1.4425 -5.7973
28 Cl -0.8384 -4.0522 -4.5127
29 H 4.4881 1.8312 -2.1708
30 C 1.1771 -0.4326 -0.6741
31 O 1.0691 4.8721 2.6268
32 Br -2.8261 5.0248 0.5765
33 C 0.7837 6.1241 2.0553
34 H -0.4065 7.1029 3.4829
35 H -1.8126 1.8495 1.2897
36 Cl 1.0348 -3.2973 -2.3531
37 H 6.9723 -3.5619 1.1498
38 H 0.5655 -0.5003 -4.9000
39 H -1.2776 -2.6024 -2.6688
40 C -0.3958 -2.8430 -3.2582
41 Br -0.6623 0.2434 5.1699
42 Cl 4.2389 1.0648 0.0885
43 C -1.3375 -3.7008 0.9590
44 C 0.3110 1.7642 1.4641
45 O -0.7242 -0.6297 -3.2580
46 H -0.2189 -1.9021 -3.7819
47 Cl 6.4673 0.6718 -1.6831
48 H 0.1692 2.1596 2.4706
49 C -0.6620 -5.0624 1.0350
50 Cl 0.6371 6.2272 -1.7184
51 O 1.6502 3.9649 4.5560
52 H 0.2104 -4.9248 1.6823
53 C -0.8519 1.1125 -0.5093
54 H 1.0730 8.0603 3.0480
55 C -5.9997 0.5135 -1.3207
56 C 5.1012 -3.4401 2.2987
57 Br -6.2888 -6.5469 4.1821
58 Br -4.7294 -8.9279 2.5111
59 H 5.7414 -2.9710 3.0427
60 O -5.0361 -0.3283 -1.1233
61 O -6.5298 1.0704 -0.3838
62 H -0.1857 -5.3131 0.0861
63 H 5.2841 -2.6247 -0.8353
64 H -1.0113 3.0891 0.3663
65 Br -5.2480 3.1981 1.6454
66 H -7.2722 0.2046 -3.0058
67 C 4.7291 0.9461 -1.5891
68 H 2.5665 6.7495 4.1517
69 C -1.1301 -1.3359 -0.0713
70 H 1.6504 6.4697 1.4921
71 C 0.6057 -1.2045 4.6767
72 H 1.3828 4.0676 -2.3191
73 C 1.1645 4.6192 -1.4018
74 H 4.6638 -4.3840 2.6268
75 H -4.2484 -1.8403 -2.1682
76 C 2.9522 -1.1359 -4.1474
77 O 2.7957 -2.5611 2.4696
78 C 0.8174 1.4125 -4.0101
79 Br -0.3403 -2.9393 4.5117
80 C -0.0684 0.1411 -4.2574
81 H -4.4536 -8.0593 4.9230
82 N -0.1243 -0.1374 0.0438
83 C 1.4095 4.9298 3.8646
84 H -4.8175 4.3437 -0.5821
85 H -6.1623 1.5787 -3.3690
86 C -4.6793 -7.6172 3.9595
87 O 1.9109 1.3580 -3.1053
88 H 2.1182 -1.3009 -3.4728
89 C -0.9371 2.0441 0.6668
90 H 1.1149 6.5359 5.2720
91 H -1.8484 -0.9741 0.6736
92 Br -3.1636 -6.3484 3.6501
93 O 4.0581 -2.1326 0.6666
94 C -4.7291 4.6653 0.4499
95 C -0.5006 -2.6124 0.2932
96 H -0.1663 6.0508 1.5314
97 H 1.2363 2.1790 1.0669
98 C 3.8225 -2.6955 1.8672
99 Cl 4.3784 -2.1153 -3.6292
100 C 5.8946 -3.5948 1.0079
101 Br -5.7641 6.2270 0.8066
102 H -0.1346 -3.0364 -0.6437
103 H 0.9980 -0.6086 -1.7379
104 H -0.8330 0.3048 -5.0347
105 H 1.0676 -0.4430 1.7654
106 H -1.8315 0.8357 -0.8929
107 H 0.2843 -2.4579 1.0376
108 H -2.2804 -3.8780 0.4324
109 H -1.6026 -3.3964 1.9728

Atoms 1-6, force components in eV/Å:
H 0.0614 -0.1559 0.1777
H -0.0432 0.6563 0.8517
H -0.2488 0.1353 0.0769
H -0.2749 0.0549 0.3631
H 0.3910 -0.1950 0.1113
H 0.2263 -0.0836 0.2243



(3)
# C30H53N5O6

A 5-piece molecular cluster, C30H53N5O6 overall in a non-equilibrium geometry (wB97M-V/def2-TZVPD, the Open Molecules 2025 dataset).

The calculation puts the HOMO-LUMO gap at 8.54 eV. The SMILES is O=C1NC(=O)c2c1cccc2-c1ccccc1.COC[C@@H](C)N.COC[C@@H](C)N.COC[C@@H](C)N.COC[C@@H](C)N. For the HOMO energy, the calculation gives -0.3240 Ha. The value obtained for the energy relative to the best compared isomer or geometry (same formula, charge and spin) is 0.000 eV.

CARTESIAN COORDINATES (ANGSTROEM)
1 H -0.3658 -1.3649 -3.8767
2 O 1.3459 -0.9502 -2.7812
3 H 1.8983 -7.5666 -2.2799
4 H 2.1895 6.0763 5.1460
5 O -0.2227 -9.8666 -2.3701
6 H -2.1142 0.3830 -5.8509
7 H -1.0230 -4.2609 -1.6605
8 H 1.5982 -2.2898 -4.3618
9 C 1.1158 1.6599 2.0375
10 C -0.2359 -9.2735 -1.0840
11 C -2.3427 4.5621 5.0584
12 H 2.1893 -8.1220 -0.6259
13 H 3.0772 5.1762 7.9167
14 H -4.1288 1.3543 -4.6799
15 H -0.5286 -7.5116 -2.9706
16 H -0.9925 3.1549 -6.3185
17 O 3.4156 3.2240 5.2070
18 H 1.2442 1.3338 3.0699
19 H -1.3712 2.8475 0.0209
20 C -0.1241 2.0620 1.6068
21 H 0.9157 -1.8768 -0.5652
22 C -0.3817 2.4991 0.3166
23 C -3.1296 2.0673 4.7245
24 C -1.3774 3.1814 3.4425
25 H -3.8591 2.1004 5.5300
26 H -1.7082 -1.9984 -1.8204
27 H -0.2025 -7.3900 -0.0828
28 H -1.2590 -9.3985 -0.7186
29 C -4.0084 2.4139 -7.3035
30 C -1.9743 0.9045 2.9219
31 C 3.8274 3.9046 6.3734
32 H 0.6488 -3.9167 -2.0400
33 N -0.6696 -7.0362 -2.0822
34 H 4.8063 4.3793 6.2279
35 H 3.0551 -1.4857 -3.7438
36 O -3.0993 5.0867 5.8330
37 C 2.7175 6.2007 6.0921
38 H -4.4613 1.5563 -6.8009
39 H -1.8455 0.0053 2.3213
40 C -2.0412 2.9699 -6.0696
41 H -3.9261 3.0143 -4.1042
42 N -1.5976 0.7435 -5.0515
43 H 1.2629 3.9024 6.0331
44 C -3.4568 2.0291 -4.1497
45 C -0.3759 -3.6000 -2.2348
46 H -4.4041 3.3457 -6.8897
47 H -0.3549 -0.9770 -0.1971
48 H -4.2800 2.3588 -8.3580
49 H 3.9679 3.1296 7.1326
50 N -1.2091 5.2555 4.4917
51 H -1.4047 2.5729 -4.0722
52 N 1.4430 4.3095 6.9494
53 H -3.3715 1.6544 -3.1286
54 H 2.6945 4.5555 3.8015
55 H 2.1832 6.9666 6.6557
56 C -0.6238 -2.1447 -1.8475
57 C 1.5741 -7.4644 -1.2442
58 H -0.5266 5.3162 5.2538
59 H 3.6755 3.2300 3.1920
60 C 0.6628 2.5214 -0.5820
61 H -3.4887 0.0252 4.1103
62 H 0.9408 -11.0307 -3.5642
63 C -2.9183 0.9409 3.9486
64 H 2.3232 -2.7758 -2.7954
65 C 2.2083 1.6873 1.1287
66 C 1.9456 2.1075 -0.1576
67 H 1.7833 -6.4363 -0.9457
68 H -0.5896 -3.7665 -3.2930
69 C 0.0901 -7.7710 -1.0661
70 H 3.1888 1.3972 1.4998
71 H -0.6382 0.7921 -5.3863
72 H 1.5089 -9.3724 -3.3938
73 H 1.4623 3.5051 7.5704
74 H 0.4124 -9.8324 -0.3964
75 H 4.4745 4.5844 4.0203
76 H 0.5149 2.8634 -1.6053
77 C -2.0779 2.1058 -4.7985
78 C 2.7844 4.9062 6.8976
79 H 1.7272 -10.5405 -2.0520
80 H -1.6627 -7.1567 -1.8998
81 O 0.2082 4.8664 2.6294
82 N -0.0984 -1.9161 -0.4942
83 C 3.5822 3.9523 4.0024
84 C 2.1028 -1.9355 -3.4581
85 C -2.3558 3.1713 4.4392
86 C -0.6548 4.5308 3.3984
87 H 3.7175 6.5830 5.8775
88 C 1.0621 -10.2111 -2.8552
89 H -2.5004 3.9525 -5.8996
90 C -0.0572 -1.1306 -2.8525
91 O -2.5959 2.3553 -7.2181
92 H -0.4858 -0.1541 -2.6155
93 H 2.7770 2.1575 -0.8603
94 C -1.2020 2.0312 2.6751

Atoms 1-6, force components in eV/Å:
H 0.0279 -0.0850 0.0155
O 0.0609 -0.1068 -0.2152
H -0.0709 -0.0509 -0.0068
H 0.0392 -0.0623 0.0012
O 0.1501 -0.0531 0.1631
H -0.0609 -0.0224 0.0741



(4)
# C30H54CaF6O27P

C30H54CaF6O27P as an isolated structure in a non-equilibrium geometry (wB97M-V/def2-TZVPD, the Open Molecules 2025 dataset).

The calculation puts the HOMO-LUMO gap at 4.30 eV. The total charge is +1. For the HOMO energy, the calculation gives -0.4193 Ha. The value obtained for the energy relative to the best compared isomer or geometry (same formula, charge and spin) is 13.576 eV.

CARTESIAN COORDINATES (ANGSTROEM)
1 H -10.2195 -10.5936 2.6476
2 H -1.4887 -4.4704 -3.4732
3 C -8.5843 -0.7742 -3.6274
4 O -2.8794 -2.4203 8.5243
5 O -8.8976 -8.6674 4.1295
6 H -3.7984 3.0781 -1.8327
7 H 3.3529 -6.6091 4.0833
8 C 3.3590 -7.6989 4.0633
9 O -10.5157 -7.3815 3.5064
10 H 0.0775 -5.2255 -2.9647
11 H -1.5878 -9.0125 3.0594
12 H -7.8779 -8.5373 2.4461
13 C -3.3233 2.8323 -2.7824
14 O -1.1969 -6.2026 -4.3386
15 O -9.6542 -1.4603 8.8073
16 H -9.5506 -1.2295 -3.8440
17 H -6.5015 -0.4776 11.0785
18 H -8.6486 -11.1020 3.1466
19 O -8.4536 4.1064 2.3381
20 H -10.2932 2.8763 5.6691
21 H -9.3926 0.4953 -2.0694
22 O -9.9928 4.0819 3.9664
23 F -6.0633 -3.9839 3.2643
24 C -1.5172 -4.7291 7.6307
25 C -1.0872 -8.0938 2.7535
26 H -10.0417 5.6217 2.0495
27 F -4.4751 -2.5255 3.6051
28 H -4.1767 4.2389 -4.1674
29 H -8.9063 -10.6910 1.4753
30 C -8.7676 3.5799 3.5440
31 H -0.0213 -9.8051 -5.1398
32 H -0.8602 -5.5986 7.6108
33 H 3.2312 -1.9602 5.8086
34 O -8.5524 -0.6731 10.4702
35 H -9.5533 -7.1410 1.6470
36 H 3.8927 -8.1488 4.9005
37 H -8.0443 -2.3039 -2.2939
38 H -7.5671 -0.4731 12.2444
39 C -1.8832 -2.8506 9.1160
40 H -8.8902 5.2727 0.7093
41 C -7.5220 -0.1196 11.2143
42 O -10.1341 -7.6183 5.7155
43 C -9.1591 -10.3944 2.4933
44 O 1.3854 -6.7471 2.3619
45 C -9.8240 -1.8750 7.4869
46 O 1.8197 -0.4931 5.9310
47 H -1.4509 -4.1371 6.7178
48 C -7.6924 -1.9550 -3.2647
49 C 0.9125 -0.7199 4.8926
50 H 0.4066 -2.1503 2.5038
51 H -10.6814 -8.5130 1.6072
52 H -0.8258 -9.7556 -6.7108
53 H -3.9461 2.0505 -3.2172
54 O 0.0290 -8.1905 3.5832
55 C -0.4219 -2.8722 11.1539
56 C -2.5384 5.2190 -3.2900
57 Ca -4.6861 0.5759 5.9824
58 C -0.9728 -5.3920 -3.2039
59 H 0.3833 -3.2642 10.5325
60 P -5.8464 -2.4674 2.7275
61 O -0.3100 -0.4288 5.0182
62 C -1.6083 4.6647 -5.2642
63 C -8.4975 0.4007 -2.6842
64 C -9.4253 4.8636 1.5662
65 O -2.4014 3.6286 -4.9134
66 H -1.7593 -10.0265 -5.1741
67 F -6.4797 -1.7985 4.0349
68 H -10.0624 4.1525 1.0405
69 O -8.0728 -0.2476 -4.8281
70 O -1.1804 -3.9404 8.7490
71 C -3.1754 4.0192 -3.7971
72 C -10.4964 3.8927 5.3320
73 C -9.9827 -7.9552 2.2307
74 O -7.3301 1.7397 -5.6498
75 O 2.0212 -8.1739 4.0893
76 H -0.0004 -2.0401 11.7179
77 O -7.9168 2.9510 4.2010
78 H 1.8668 -1.3122 1.8522
79 H -8.9163 -2.4358 7.2641
80 C 1.1490 -7.6057 3.2414
81 H -6.6429 -1.6651 -3.2118
82 F -5.5130 -0.9523 2.3194
83 H -0.9161 -3.6254 11.7676
84 H -7.7460 0.3361 -1.8973
85 H -11.5677 4.0935 5.3166
86 C -7.8246 1.0922 -4.7358
87 O -8.1659 1.4545 -3.5618
88 H -1.8371 4.8985 -2.5196
89 C 0.9882 -1.2285 2.4920
90 H -9.9467 -0.9888 6.8642
91 F -7.4483 -2.4802 2.1478
92 H -7.6509 0.9494 11.3835
93 C -9.8734 -7.8397 4.5421
94 C -8.8595 -8.8766 2.7769
95 H 3.7042 -0.6216 6.7633
96 H -3.3281 5.9190 -3.0171
97 C -1.1288 -7.5171 -4.2352
98 H -2.4423 -5.2361 7.9049
99 O -1.1506 -8.0822 -3.1091
100 O -0.7950 4.5049 -6.1878
101 C -0.9330 -9.5037 -5.6558
102 O 1.5027 -1.2939 3.8303
103 H 3.7505 -0.4844 4.9781
104 H -1.4592 -5.7272 -2.2879
105 O -1.1321 -8.0907 -5.4315
106 H -0.8080 -8.2673 1.7143
107 C -8.6471 -0.6128 9.1853
108 H 3.8370 -7.9824 3.1256
109 O -7.9453 0.0707 8.4020
110 H -10.0392 4.6658 5.9496
111 O -1.7604 5.6092 -4.3744
112 H -7.6867 -2.8534 -3.8818
113 H -2.3972 2.3514 -2.4674
114 H 0.3229 -0.3855 2.3054
115 F -4.9360 -2.9760 1.4688
116 O -1.4533 -2.2624 10.2720
117 H -1.6571 -7.1693 2.8459
118 H -10.6980 -2.4904 7.2735
119 C 3.1949 -0.8710 5.8324

Atoms 1-6, force components in eV/Å:
H -0.1209 0.1834 -0.0447
H 0.4588 0.2002 0.0541
C 1.1464 -2.1883 -0.7683
O 1.8488 -0.3705 0.7129
O 0.5374 -0.0397 2.6744
H -0.2463 0.6327 -0.1510